Record 1
12
Properties=species:S:1:pos:R:3 method="wB97M-V/def2-TZVPD" smiles=NCCN spin_multiplicity=1 homo_energy_ev=-8.64 energy_ev=-5182.92581
C -0.515 0.368 0.347
H 1.684 0.088 0.052
H 0.355 -1.041 -2.345
N -0.759 0.178 1.793
H -1.333 0.212 -0.230
H -1.408 -0.544 2.025
H -0.124 1.398 0.252
H -1.069 1.043 2.298
C 0.748 -0.416 -0.305
N 0.841 -0.395 -1.817
H 0.662 -1.446 0.150
H 0.918 0.554 -2.219

Record 2
12
Properties=species:S:1:pos:R:3 method="wB97M-V/def2-TZVPD" smiles="C=NC.N" spin_multiplicity=1 homo_energy_ev=-9.76 energy_ev=-5182.94283
H -1.307 -1.774 -0.191
H 2.337 -0.583 0.119
H -0.476 -1.736 1.482
H -2.215 0.525 -0.895
H -0.630 0.244 -1.553
C -0.832 -1.194 0.610
H 1.538 0.801 0.339
H -0.996 1.760 -0.621
C -1.148 0.688 -0.704
N -0.728 0.059 0.552
H 2.064 0.386 -1.120
N 2.336 0.398 -0.141

no.,F_max (eV Å⁻¹)
1,4.58
2,0.70